No. 1
Entry from the Open Molecules 2025 dataset: a 3-piece molecular cluster, C2H10NO2 overall at a distorted geometry (ωB97M-V with the def2-TZVPD basis set).

Positions of all 15 atoms, in Å:
1 C -0.28251 0.49183 -0.26799
2 C -0.46623 -0.79473 -0.34005
3 N -1.02066 1.58502 0.45403
4 H 0.52347 0.96913 -0.90434
5 H 0.25807 -1.35948 -0.95611
6 H -1.22992 -1.51313 0.01050
7 H -0.25369 2.04476 1.06744
8 H -1.48333 2.15094 -0.19401
9 H -1.79355 1.18592 1.04622
10 H 5.28317 -1.28940 -0.61834
11 H 5.57196 -0.28814 -1.72327
12 O 5.21527 -0.38410 -0.78559
13 H -3.68036 -0.81468 0.43664
14 H -3.62674 -1.14174 1.67650
15 O -3.01494 -0.84220 1.09836

The value obtained for the energy is -287.11846 a.u. The calculation puts the gap between HOMO and LUMO at 0.37124 hartree. The value obtained for the LUMO energy is -3.62 eV. The spin multiplicity is 1. The calculation puts the energy relative to the best compared isomer or geometry (same formula, charge and spin) at 2.1190 eV. The HOMO energy is -13.72 eV. As for the charge: +1.

---

No. 2
Entry from the Open Molecules 2025 dataset: a 3-piece molecular cluster, C2H10NO2 overall at a distorted geometry (ωB97M-V with the def2-TZVPD basis set).

Positions of all 15 atoms, in Å:
1 C -1.08673 0.30866 0.17604
2 C -2.09202 0.96507 -0.34102
3 N 0.23351 0.98309 0.37233
4 H -1.06049 -0.55854 0.81797
5 H -3.07810 0.52662 -0.27159
6 H -2.03549 1.82523 -0.99314
7 H 0.84998 0.48447 1.01664
8 H 0.19503 1.97509 0.59214
9 H 0.74959 0.89246 -0.51357
10 H 1.69102 -1.98978 1.82593
11 H 0.34126 -2.60963 2.13229
12 O 0.75661 -1.92662 1.59349
13 H 2.08402 -0.79910 -2.05739
14 H 1.07376 0.13641 -2.60040
15 O 1.37802 -0.21343 -1.74970

The value obtained for the energy is -287.16438 a.u. The calculation puts the gap between HOMO and LUMO at 0.43389 hartree. The value obtained for the LUMO energy is -3.22 eV. The spin multiplicity is 1. The calculation puts the energy relative to the best compared isomer or geometry (same formula, charge and spin) at 0.8694 eV. The HOMO energy is -15.02 eV. As for the charge: +1.

---

No. 3
Entry from the Open Molecules 2025 dataset: a 3-piece molecular cluster, C2H10NO2 overall at a distorted geometry (ωB97M-V with the def2-TZVPD basis set).

Positions of all 15 atoms, in Å:
1 C 0.85569 -0.49790 0.84450
2 C 1.72061 0.30474 1.36210
3 N -0.40563 -0.09320 0.02842
4 H 0.72865 -1.57824 0.97542
5 H 2.24679 -0.12611 2.16205
6 H 1.94777 1.28413 0.96858
7 H -0.26308 0.84621 -0.34309
8 H -0.70569 -0.85701 -0.60166
9 H -1.22659 -0.05489 0.73590
10 H -1.69287 2.55714 0.71619
11 H -2.25103 2.64367 -0.62922
12 O -1.57514 2.19880 -0.14830
13 H 0.94618 -2.34420 -1.75701
14 H -0.39892 -2.36140 -2.50248
15 O 0.07326 -1.92175 -1.81141

The value obtained for the energy is -287.15096 a.u. The calculation puts the gap between HOMO and LUMO at 0.43406 hartree. The value obtained for the LUMO energy is -3.23 eV. The spin multiplicity is 1. The calculation puts the energy relative to the best compared isomer or geometry (same formula, charge and spin) at 1.2346 eV. The HOMO energy is -15.04 eV. As for the charge: +1.

---

No. 4
Entry from the Open Molecules 2025 dataset: a 2-piece molecular cluster, C2H10NO2 overall at a distorted geometry (ωB97M-V with the def2-TZVPD basis set).

Positions of all 15 atoms, in Å:
1 C 0.90071 -0.95996 0.27539
2 O -0.09767 -1.70484 0.96636
3 C 0.14732 -0.07887 -0.70048
4 N -0.60000 -0.94911 -1.65613
5 H 1.47386 -1.69338 -0.30524
6 H 1.48980 -0.33938 0.95785
7 H -0.02116 -1.58778 1.91735
8 H -0.56892 0.53996 -0.15834
9 H 0.78330 0.63126 -1.21328
10 H -1.48694 -1.25392 -1.25708
11 H -0.06162 -1.78439 -1.89953
12 H -0.78554 -0.46761 -2.54137
13 H -0.18260 3.92350 1.58439
14 H -0.60619 2.74223 2.46734
15 O -0.38433 2.98231 1.56277

The value obtained for the energy is -287.17602 a.u. The calculation puts the gap between HOMO and LUMO at 0.40705 hartree. The value obtained for the LUMO energy is -3.58 eV. The spin multiplicity is 1. The calculation puts the energy relative to the best compared isomer or geometry (same formula, charge and spin) at 0.5529 eV. The HOMO energy is -14.66 eV. As for the charge: +1.

---

No. 5
Entry from the Open Molecules 2025 dataset: a 3-piece molecular cluster, C2H10NO3 overall at a distorted geometry (ωB97M-V with the def2-TZVPD basis set).

Positions of all 16 atoms, in Å:
1 C 1.02676 0.69813 0.34902
2 O 0.18263 -0.32756 0.73452
3 C 1.42633 0.23097 -1.08416
4 N 0.42684 0.06872 -2.13599
5 H 0.54233 1.64902 0.57848
6 H 2.02955 0.76620 0.93716
7 H 2.22283 0.96316 -1.48511
8 H 1.78313 -0.85027 -0.96994
9 H -0.14059 -0.83512 -2.02044
10 H -0.17429 0.92131 -2.21353
11 H -1.33630 1.30619 2.16009
12 H -0.47685 0.19715 2.11505
13 O -1.06625 0.60849 2.69905
14 H -1.64850 -2.08443 -0.58142
15 H -0.69785 -0.83254 -0.26098
16 O -1.59261 -1.18797 -0.79564

The value obtained for the energy is -362.66128 a.u. The calculation puts the gap between HOMO and LUMO at 0.30339 hartree. The value obtained for the LUMO energy is 4.39 eV. The spin multiplicity is 1. The calculation puts the energy relative to the best compared isomer or geometry (same formula, charge and spin) at 1.2547 eV. The HOMO energy is -3.87 eV. As for the charge: -1.

---

No. 6
Entry from the Open Molecules 2025 dataset: a 3-piece molecular cluster, C2H10NO3 overall (ωB97M-V with the def2-TZVPD basis set).

Positions of all 16 atoms, in Å:
1 C -0.49958 -0.23982 2.35163
2 N 0.26431 0.80292 1.70028
3 C 0.78059 0.38603 0.39091
4 O -0.16847 0.09593 -0.55260
5 H -1.24888 -0.70995 1.70823
6 H -1.02570 0.18175 3.20251
7 H 0.17141 -0.99697 2.73587
8 H -0.33790 1.59792 1.54686
9 H 1.44135 -0.48036 0.60351
10 H 1.43648 1.19268 0.06172
11 H -1.24545 -2.61556 -1.35345
12 H -0.51215 -1.42683 -0.56542
13 O -0.65988 -2.43647 -0.61812
14 H 0.10474 1.14754 -1.78214
15 H 0.93523 1.05391 -3.08445
16 O 0.37183 1.67881 -2.61968

The value obtained for the energy is -362.70595 a.u. The calculation puts the gap between HOMO and LUMO at 0.30511 hartree. The value obtained for the LUMO energy is 4.25 eV. The spin multiplicity is 1. The calculation puts the energy relative to the best compared isomer or geometry (same formula, charge and spin) at 0.0392 eV. The HOMO energy is -4.05 eV. As for the charge: -1.

---

No. 7
Entry from the Open Molecules 2025 dataset: a 3-piece molecular cluster, C2H10NO3 overall at a distorted geometry (ωB97M-V with the def2-TZVPD basis set).

Positions of all 16 atoms, in Å:
1 C -1.51984 -0.02599 -1.67836
2 N -0.10142 0.26735 -1.72911
3 C 0.57392 -0.54170 -0.63953
4 O 0.44897 -0.12008 0.61866
5 H -1.90855 -0.11291 -0.64150
6 H -2.07651 0.76572 -2.17850
7 H -1.70816 -0.88041 -2.44500
8 H 0.06110 1.22751 -1.41051
9 H 0.10477 -1.57015 -0.72030
10 H 1.65219 -0.57273 -0.95261
11 H 0.40985 -0.56482 2.70354
12 H -0.53348 -1.75274 2.53802
13 O 0.05339 -1.33513 3.17311
14 H 0.90782 1.29188 1.39632
15 H 2.07917 1.80080 0.61088
16 O 1.55679 2.12341 1.35489

The value obtained for the energy is -362.67499 a.u. The calculation puts the gap between HOMO and LUMO at 0.28727 hartree. The value obtained for the LUMO energy is 4.19 eV. The spin multiplicity is 1. The calculation puts the energy relative to the best compared isomer or geometry (same formula, charge and spin) at 0.8816 eV. The HOMO energy is -3.63 eV. As for the charge: -1.

---

No. 8
Entry from the Open Molecules 2025 dataset: a 4-piece molecular cluster, C2H10NO5 overall at a distorted geometry (ωB97M-V with the def2-TZVPD basis set).

Positions of all 18 atoms, in Å:
1 O -2.02861 0.30163 0.89639
2 C -1.10988 0.21756 0.08201
3 N -0.29383 -0.82268 -0.10814
4 C 0.93435 -0.65458 -0.95274
5 O 1.94579 -0.05218 -0.30387
6 H -0.84769 1.10090 -0.52335
7 H -0.08590 -1.49706 0.61570
8 H 1.19405 -1.70484 -1.21829
9 H 0.61255 -0.21400 -1.91443
10 H 2.82547 -1.17086 2.34759
11 H 2.40325 -1.01445 0.83793
12 O 2.41298 -1.64120 1.62787
13 H -4.19989 0.21528 -1.07979
14 H -3.91112 0.08420 0.35600
15 O -4.65994 0.17399 -0.24488
16 H 1.69768 1.49439 -0.45568
17 H 1.54132 2.66780 0.50288
18 O 1.56942 2.51612 -0.46519

The value obtained for the energy is -513.23184 a.u. The calculation puts the gap between HOMO and LUMO at 0.32542 hartree. The value obtained for the LUMO energy is 3.77 eV. The spin multiplicity is 1. The calculation puts the energy relative to the best compared isomer or geometry (same formula, charge and spin) at 1.1093 eV. The HOMO energy is -5.09 eV. As for the charge: -1.

---

No. 9
Entry from the Open Molecules 2025 dataset: a 2-piece molecular cluster, C2H10NOS overall at a distorted geometry (ωB97M-V with the def2-TZVPD basis set).

Positions of all 15 atoms, in Å:
1 C -0.02169 -0.14130 -1.04418
2 C 0.42705 1.08826 -0.28228
3 S -0.05551 2.65959 -1.14119
4 N 0.23727 -1.37611 -0.22576
5 H 0.57750 -0.17421 -1.94061
6 H -1.07880 -0.11676 -1.25978
7 H 1.49987 1.09460 -0.50565
8 H 0.40636 1.32836 0.76517
9 H -0.45023 2.07826 -2.28241
10 H 0.12618 -2.25892 -0.74454
11 H -0.45663 -1.39514 0.54060
12 H 1.14327 -1.29952 0.23792
13 H -1.56211 -0.63168 2.57432
14 H -0.13973 -0.33512 3.05453
15 O -0.65280 -0.52030 2.25387

The value obtained for the energy is -610.11482 a.u. The calculation puts the gap between HOMO and LUMO at 0.33256 hartree. The value obtained for the LUMO energy is -3.60 eV. The spin multiplicity is 1. The calculation puts the energy relative to the best compared isomer or geometry (same formula, charge and spin) at 0.6149 eV. The HOMO energy is -12.65 eV. As for the charge: +1.

---

No. 10
Entry from the Open Molecules 2025 dataset: a 2-piece molecular cluster, C2H10NOS2 overall at a distorted geometry (ωB97M-V with the def2-TZVPD basis set).

Positions of all 16 atoms, in Å:
1 N -0.88944 -0.72661 0.72127
2 C -0.75222 -0.73927 -0.76734
3 C -0.97748 0.81689 -1.12983
4 S 0.30772 1.10885 -2.40644
5 S 2.22974 1.43076 -1.79349
6 H 0.08675 -0.59254 1.34121
7 H -1.57769 0.02895 0.85051
8 H -1.10060 -1.70143 0.99362
9 H 0.22101 -1.21149 -1.24173
10 H -1.68379 -1.19261 -1.01893
11 H -0.85896 1.41702 -0.25575
12 H -2.12261 0.62272 -1.26969
13 H 2.98399 0.88470 -2.86017
14 H 0.91967 -0.65940 3.29170
15 H 1.94140 0.58378 2.91278
16 O 1.27251 -0.07032 2.63227

The value obtained for the energy is -1007.79197 a.u. The calculation puts the gap between HOMO and LUMO (spin up / spin down) at 0.34439 / 0.28485 hartree. The value obtained for the LUMO energy (spin up / spin down) is -9.33 / -11.67 eV. The spin multiplicity is 2. The calculation puts the energy relative to the best compared isomer or geometry (same formula, charge and spin) at 2.2760 eV. The HOMO energy (spin up / spin down) is -18.70 / -19.42 eV. As for the charge: +2. As for the expectation value of S²: 0.755.

---

No. 11
Entry from the Open Molecules 2025 dataset: a 2-piece molecular cluster, C2H10NS2 overall at a distorted geometry (ωB97M-V with the def2-TZVPD basis set).

Positions of all 15 atoms, in Å:
1 C -2.37995 -0.73367 0.34940
2 N -2.40390 -2.00899 -0.52517
3 H -1.41981 -0.13419 0.12703
4 H -3.14494 -0.06500 -0.12262
5 H -2.44511 -0.89846 1.46851
6 H -1.64297 -2.60548 -0.49763
7 H -2.42638 -1.77849 -1.52364
8 H -3.13841 -2.67602 -0.12338
9 C 1.80991 2.01174 0.98631
10 S 0.79814 1.29535 -0.28259
11 S 0.90087 -0.71322 -0.11581
12 H 1.07216 2.30605 1.82297
13 H 2.37046 2.91506 0.65409
14 H 2.53891 1.26513 1.40954
15 H 1.29943 -1.24827 -1.17859

The value obtained for the energy is -933.15337 a.u. The calculation puts the gap between HOMO and LUMO (spin up / spin down) at 0.15120 / 0.35006 hartree. The value obtained for the LUMO energy (spin up / spin down) is 0.48 / 0.51 eV. The spin multiplicity is 2. The calculation puts the energy relative to the best compared isomer or geometry (same formula, charge and spin) at 1.3596 eV. The HOMO energy (spin up / spin down) is -3.63 / -9.02 eV. As for the expectation value of S²: 0.751.

---

No. 12
Entry from the Open Molecules 2025 dataset: a 2-piece molecular cluster, C2H10NS2 overall at a distorted geometry (ωB97M-V with the def2-TZVPD basis set).

Positions of all 15 atoms, in Å:
1 C -0.59483 0.19962 3.33950
2 N -1.40253 0.23556 2.09203
3 H -0.89174 0.94548 4.04697
4 H 0.39778 0.37515 2.91337
5 H -0.56996 -0.77064 3.79503
6 H -2.19018 -0.47935 2.29407
7 H -2.02493 1.14961 1.79885
8 H -0.99241 -0.30545 1.34989
9 C 1.31352 1.19052 -2.12521
10 S 0.68704 0.38454 -0.48301
11 S -0.17874 -1.26122 -1.29884
12 H 0.56231 1.99854 -2.34401
13 H 2.26749 1.55124 -1.87570
14 H 1.30373 0.41474 -2.89339
15 H -0.48944 -0.84215 -2.50551

The value obtained for the energy is -933.02158 a.u. The calculation puts the gap between HOMO and LUMO at 0.29131 hartree. The value obtained for the LUMO energy is -3.86 eV. The spin multiplicity is 1. The calculation puts the energy relative to the best compared isomer or geometry (same formula, charge and spin) at 1.7044 eV. The HOMO energy is -11.79 eV. As for the charge: +1.